Below is a molecular structure, C27H35ClN4NiP2 in a non-equilibrium geometry, with properties calculated with ωB97M-V/def2-TZVPD.

Cartesian coordinates (Å):
Ni1 -0.202 1.043 -0.647
C1 -1.267 1.318 -2.120
C2 -1.320 -0.038 -2.340
C3 -0.470 -0.730 -3.356
C4 0.882 0.007 -3.651
C5 1.565 0.573 -2.485
C6 1.286 1.704 -1.745
C7 0.508 2.884 -2.285
C8 -0.721 2.384 -3.008
C9 1.451 0.651 2.591
H1 -1.905 1.807 -1.364
H2 -2.199 -0.675 -2.088
H3 -1.044 -0.805 -4.303
H4 -0.263 -1.762 -3.007
H5 1.535 -0.782 -4.058
H6 0.708 0.715 -4.471
H7 2.528 0.104 -2.273
H8 2.143 2.140 -1.236
H9 1.142 3.564 -2.858
H10 0.266 3.423 -1.353
H11 -1.461 3.170 -3.000
H12 -0.532 2.054 -4.015
H13 0.729 1.401 2.268
H14 2.235 1.250 3.077
H15 0.940 0.014 3.299
P1 1.795 -0.351 1.195
P2 -2.059 -0.432 0.602
N1 3.110 0.671 0.621
N2 2.536 -1.636 1.989
N3 -3.517 0.837 0.308
N4 -3.026 -1.405 1.656
C10 0.705 -1.365 -0.104
C11 -0.743 -1.740 0.160
C12 3.145 2.073 0.788
C13 4.238 2.570 0.097
C14 4.902 1.459 -0.519
C15 4.189 0.309 -0.189
C16 3.426 -1.372 3.044
C17 4.119 -2.539 3.291
C18 3.617 -3.556 2.398
C19 2.614 -2.986 1.646
C20 -3.361 2.229 0.249
C21 -4.370 2.804 -0.522
C22 -5.188 1.724 -0.960
C23 -4.602 0.536 -0.499
C24 -4.106 -2.208 1.243
C25 -4.450 -3.035 2.299
C26 -3.537 -2.780 3.369
C27 -2.673 -1.800 2.951
H16 1.239 -2.300 -0.286
H17 0.793 -0.803 -1.054
H18 -1.171 -2.264 -0.719
H19 -0.913 -2.485 0.946
H20 2.370 2.592 1.337
H21 4.488 3.619 -0.021
H22 5.773 1.523 -1.147
H23 4.354 -0.728 -0.449
H24 3.437 -0.413 3.527
H25 4.930 -2.635 4.004
H26 3.988 -4.571 2.299
H27 1.941 -3.423 0.929
H28 -2.530 2.741 0.722
H29 -4.381 3.870 -0.761
H30 -6.064 1.816 -1.581
H31 -4.826 -0.473 -0.792
H32 -4.559 -2.087 0.271
H33 -5.271 -3.726 2.290
H34 -3.515 -3.270 4.328
H35 -1.907 -1.253 3.467
Cl1 -1.473 0.850 2.007

Atoms 1-2, force components in eV/Å:
Ni -0.085 -2.181 1.535
C -2.228 0.462 -1.017

<S²>: 2.103
Net charge: 0
2S+1: 3
HOMO-LUMO gap (spin up / spin down), hartree: 0.188 / 0.219
Strongest force on any atom, eV/A: 3.378
DFT total energy, eV: -106660.282
M, g/mol: 571.7

How is the electron density shared among the atoms? According to Mulliken, the charges in e are: atom 1 (Ni): -0.231, atom 2 (C): 0.102, atom 3 (C): 0.573, atom 4 (C): -0.894, atom 5 (C): -0.990, atom 6 (C): -1.071, atom 7 (C): 1.558, atom 8 (C): -0.870, atom 9 (C): -1.246, atom 10 (C): -2.764, atom 11 (H): -0.456, atom 12 (H): 0.684, atom 13 (H): 0.458, atom 14 (H): 0.289, atom 15 (H): 0.454, atom 16 (H): 0.249, atom 17 (H): 0.224, atom 18 (H): 0.130, atom 19 (H): 0.543, atom 20 (H): 0.204, atom 21 (H): 0.490, atom 22 (H): 0.285, atom 23 (H): 0.564, atom 24 (H): 0.628, atom 25 (H): 0.606, atom 26 (P): 1.446, atom 27 (P): 0.304, atom 28 (N): 0.445, atom 29 (N): 0.499, atom 30 (N): 0.187, atom 31 (N): 0.737, atom 32 (C): 0.732, atom 33 (C): -1.651, atom 34 (C): -0.798, atom 35 (C): -0.506, atom 36 (C): -0.647, atom 37 (C): -0.605, atom 38 (C): -0.552, atom 39 (C): -0.666, atom 40 (C): -0.658, atom 41 (C): -0.282, atom 42 (C): -0.762, atom 43 (C): -0.443, atom 44 (C): -0.905, atom 45 (C): -0.238, atom 46 (C): -0.402, atom 47 (C): -0.632, atom 48 (C): -0.634, atom 49 (C): -0.376, atom 50 (H): 1.311, atom 51 (H): -1.718, atom 52 (H): 0.493, atom 53 (H): 0.599, atom 54 (H): 0.316, atom 55 (H): 0.455, atom 56 (H): 0.440, atom 57 (H): 0.499, atom 58 (H): 0.395, atom 59 (H): 0.436, atom 60 (H): 0.439, atom 61 (H): 0.423, atom 62 (H): 0.510, atom 63 (H): 0.437, atom 64 (H): 0.419, atom 65 (H): 0.226, atom 66 (H): 0.301, atom 67 (H): 0.449, atom 68 (H): 0.451, atom 69 (H): 0.346, atom 70 (Cl): -0.338

---

Below is a molecular structure, C27H35FN4P2Ru in a non-equilibrium geometry, with properties calculated with ωB97M-V/def2-TZVPD.

Cartesian coordinates (Å):
Ru1 -0.079 0.872 2.250
C1 -1.954 1.762 -3.707
C2 -2.100 0.464 -3.419
C3 -1.309 -0.635 -4.048
C4 0.185 -0.300 -4.320
C5 0.844 0.518 -3.234
C6 0.896 1.854 -3.279
C7 0.320 2.636 -4.437
C8 -1.138 2.297 -4.834
C9 0.944 0.509 3.983
H1 -2.504 2.550 -3.194
H2 -2.967 0.107 -2.860
H3 -1.795 -0.921 -4.998
H4 -1.366 -1.529 -3.405
H5 0.720 -1.259 -4.450
H6 0.237 0.246 -5.272
H7 1.370 -0.069 -2.474
H8 1.490 2.434 -2.561
H9 0.937 2.494 -5.335
H10 0.364 3.705 -4.204
H11 -1.618 3.224 -5.195
H12 -1.144 1.563 -5.647
H13 0.208 0.981 4.662
H14 1.918 0.984 4.114
H15 1.007 -0.556 4.263
P1 1.580 -0.420 1.405
P2 -1.295 -0.816 1.507
N1 2.745 0.825 0.991
N2 2.680 -1.671 2.159
N3 -2.179 0.505 0.707
N4 -2.651 -1.702 2.138
C10 0.944 -1.279 -0.050
C11 -0.481 -1.787 0.211
C12 2.494 2.090 1.515
C13 3.495 2.950 1.097
C14 4.390 2.193 0.282
C15 3.923 0.879 0.250
C16 3.503 -1.445 3.271
C17 4.219 -2.608 3.545
C18 3.826 -3.586 2.578
C19 2.878 -2.992 1.756
C20 -2.076 1.828 1.122
C21 -2.661 2.654 0.176
C22 -3.096 1.810 -0.863
C23 -2.767 0.498 -0.538
C24 -3.858 -2.021 1.502
C25 -4.649 -2.759 2.374
C26 -3.916 -2.901 3.599
C27 -2.705 -2.239 3.431
H16 1.611 -2.090 -0.350
H17 0.943 -0.556 -0.869
H18 -1.084 -1.832 -0.698
H19 -0.479 -2.829 0.550
H20 1.606 2.251 2.139
H21 3.564 3.998 1.355
H22 5.261 2.572 -0.234
H23 4.315 -0.016 -0.215
H24 3.502 -0.495 3.791
H25 4.925 -2.754 4.348
H26 4.168 -4.605 2.500
H27 2.322 -3.389 0.923
H28 -1.712 2.099 2.105
H29 -2.778 3.719 0.282
H30 -3.556 2.144 -1.775
H31 -2.832 -0.443 -1.063
H32 -4.041 -1.685 0.494
H33 -5.633 -3.151 2.152
H34 -4.235 -3.436 4.484
H35 -1.885 -2.084 4.106
F1 -1.792 0.653 3.412

Atoms 1-2, force components in eV/Å:
Ru 0.725 0.846 3.441
C 0.491 3.341 -0.902

<S²>: 6.028
Net charge: +2
2S+1: 5
HOMO-LUMO gap (spin up / spin down), hartree: 0.257 / 0.111
Strongest force on any atom, eV/A: 4.597
DFT total energy, eV: -58381.104
M, g/mol: 597.6

How is the electron density shared among the atoms? According to Mulliken, the charges in e are: atom 1 (Ru): -0.412, atom 2 (C): -0.126, atom 3 (C): -0.218, atom 4 (C): -1.246, atom 5 (C): -0.930, atom 6 (C): -0.256, atom 7 (C): -0.598, atom 8 (C): -0.852, atom 9 (C): -1.089, atom 10 (C): -1.061, atom 11 (H): 0.287, atom 12 (H): 1.448, atom 13 (H): 0.375, atom 14 (H): 0.339, atom 15 (H): 0.479, atom 16 (H): 0.336, atom 17 (H): 0.990, atom 18 (H): 0.517, atom 19 (H): 0.311, atom 20 (H): 0.430, atom 21 (H): 0.441, atom 22 (H): 0.390, atom 23 (H): 0.391, atom 24 (H): 0.511, atom 25 (H): 0.377, atom 26 (P): 0.881, atom 27 (P): 0.494, atom 28 (N): 0.561, atom 29 (N): 0.494, atom 30 (N): 0.456, atom 31 (N): 0.518, atom 32 (C): 0.043, atom 33 (C): -1.054, atom 34 (C): -0.512, atom 35 (C): -0.812, atom 36 (C): -0.708, atom 37 (C): -0.502, atom 38 (C): -0.547, atom 39 (C): -0.633, atom 40 (C): -0.656, atom 41 (C): -0.331, atom 42 (C): 0.015, atom 43 (C): -1.305, atom 44 (C): -0.860, atom 45 (C): -0.740, atom 46 (C): -0.328, atom 47 (C): -0.520, atom 48 (C): -0.688, atom 49 (C): -0.317, atom 50 (H): 1.113, atom 51 (H): -1.499, atom 52 (H): 0.624, atom 53 (H): 0.329, atom 54 (H): 0.609, atom 55 (H): 0.489, atom 56 (H): 0.479, atom 57 (H): 0.547, atom 58 (H): 0.383, atom 59 (H): 0.465, atom 60 (H): 0.450, atom 61 (H): 0.396, atom 62 (H): 0.716, atom 63 (H): 0.504, atom 64 (H): 1.110, atom 65 (H): 0.530, atom 66 (H): 0.280, atom 67 (H): 0.452, atom 68 (H): 0.446, atom 69 (H): 0.374, atom 70 (F): -0.578

---

Below is a molecular structure, C27H35KN6O8 in a non-equilibrium geometry, with properties calculated with ωB97M-V/def2-TZVPD.

Cartesian coordinates (Å):
K1 1.735 -0.567 -1.318
O1 5.424 -1.416 -1.190
C1 4.545 -0.527 -1.188
O2 3.761 -0.200 -2.136
C2 4.460 0.356 0.100
C3 3.606 1.625 -0.099
C4 3.967 2.697 0.940
C5 3.364 2.066 2.237
C6 2.702 0.793 1.675
O3 2.290 1.225 0.356
C7 3.788 -0.271 1.384
C8 3.111 -1.669 1.306
O4 3.482 -2.510 2.156
O5 2.157 -1.787 0.460
H1 5.495 0.606 0.318
H2 3.569 1.970 -1.127
H3 5.044 2.877 1.002
H4 3.473 3.638 0.689
H5 4.120 1.819 2.982
H6 2.627 2.719 2.704
H7 1.853 0.426 2.235
H8 4.493 -0.339 2.202
O6 -3.429 -1.015 -3.108
C9 -2.185 -0.956 -3.175
N1 -1.428 0.094 -3.447
C10 -1.614 1.248 -4.064
O7 -2.130 1.463 -5.172
C11 -1.040 2.492 -3.351
C12 -0.769 3.610 -4.137
C13 -0.225 4.741 -3.550
C14 0.003 4.744 -2.180
C15 -0.330 3.604 -1.464
N2 -0.829 2.491 -2.025
C16 -1.430 -2.256 -2.854
C17 -2.166 -3.424 -2.705
C18 -1.522 -4.580 -2.301
C19 -0.153 -4.547 -2.066
C20 0.509 -3.352 -2.299
N3 -0.104 -2.230 -2.693
H9 -0.985 3.548 -5.197
H10 0.020 5.611 -4.151
H11 0.437 5.601 -1.677
H12 -0.163 3.571 -0.390
H13 -3.236 -3.372 -2.851
H14 -2.083 -5.494 -2.140
H15 0.390 -5.416 -1.720
H16 1.590 -3.282 -2.166
C21 -4.248 0.406 2.023
C22 -2.993 1.203 1.708
C23 -2.972 1.558 0.214
C24 -2.961 2.474 2.552
N4 -1.866 0.341 2.114
N5 -0.590 0.725 1.580
H17 -5.141 1.019 1.869
H18 -4.227 0.065 3.065
H19 -4.311 -0.472 1.368
H20 -3.878 2.117 -0.049
H21 -2.928 0.656 -0.413
H22 -2.110 2.180 -0.041
H23 -3.809 3.124 2.301
H24 -2.041 3.042 2.365
H25 -3.001 2.223 3.619
H26 -2.059 -0.578 1.747
H27 -0.354 1.653 1.894
H28 -0.601 0.731 0.569
C25 -1.577 -3.899 2.831
N6 -0.555 -3.198 2.086
C26 0.848 -3.214 2.541
C27 -0.895 -2.455 1.001
O8 -2.050 -2.273 0.609
H29 -1.929 -3.316 3.690
H30 -1.177 -4.847 3.193
H31 -2.425 -4.085 2.180
H32 0.872 -3.506 3.591
H33 1.298 -2.227 2.443
H34 1.473 -3.894 1.960
H35 0.008 -1.985 0.588

Atoms 1-2, force components in eV/Å:
K -3.104 0.687 -1.872
O -0.651 0.531 0.131

Net charge: -2
HOMO-LUMO gap, hartree: 0.264
Strongest force on any atom, eV/A: 3.689
DFT total energy, eV: -70215.556
M, g/mol: 610.7

How is the electron density shared among the atoms? According to Mulliken, the charges in e are: atom 1 (K): 0.880, atom 2 (O): -0.819, atom 3 (C): 0.082, atom 4 (O): -0.904, atom 5 (C): -0.082, atom 6 (C): 0.009, atom 7 (C): -0.929, atom 8 (C): -1.161, atom 9 (C): -0.349, atom 10 (O): -0.264, atom 11 (C): 0.201, atom 12 (C): -0.516, atom 13 (O): -0.814, atom 14 (O): -0.248, atom 15 (H): 0.537, atom 16 (H): 0.612, atom 17 (H): 0.406, atom 18 (H): 0.328, atom 19 (H): 0.376, atom 20 (H): 0.289, atom 21 (H): 0.763, atom 22 (H): 0.399, atom 23 (O): -0.809, atom 24 (C): 0.009, atom 25 (N): -0.090, atom 26 (C): -0.078, atom 27 (O): -0.760, atom 28 (C): 0.382, atom 29 (C): -0.570, atom 30 (C): -0.200, atom 31 (C): -0.997, atom 32 (C): 0.128, atom 33 (N): 0.162, atom 34 (C): 0.529, atom 35 (C): -0.373, atom 36 (C): -0.310, atom 37 (C): -0.672, atom 38 (C): -0.106, atom 39 (N): -0.335, atom 40 (H): 0.461, atom 41 (H): 0.375, atom 42 (H): 0.375, atom 43 (H): 0.288, atom 44 (H): 0.419, atom 45 (H): 0.381, atom 46 (H): 0.409, atom 47 (H): 0.426, atom 48 (C): -1.956, atom 49 (C): 2.248, atom 50 (C): -1.569, atom 51 (C): -1.945, atom 52 (N): -0.631, atom 53 (N): -0.150, atom 54 (H): 0.445, atom 55 (H): 0.423, atom 56 (H): 0.339, atom 57 (H): 0.596, atom 58 (H): 0.303, atom 59 (H): 0.104, atom 60 (H): 0.412, atom 61 (H): 0.293, atom 62 (H): 0.408, atom 63 (H): 0.225, atom 64 (H): 0.363, atom 65 (H): 0.054, atom 66 (C): -1.181, atom 67 (N): 0.320, atom 68 (C): -0.586, atom 69 (C): -0.107, atom 70 (O): -0.801, atom 71 (H): 0.287, atom 72 (H): 0.452, atom 73 (H): 0.340, atom 74 (H): 0.379, atom 75 (H): -0.119, atom 76 (H): 0.316, atom 77 (H): 0.894

---

Which of these has the lowest M? C27H35ClN4NiP2

---

The highest DFT total energy belongs to which entry? C27H35FN4P2Ru

---

Which of these has the highest DFT total energy? C27H35FN4P2Ru